Version A
{
  "formula": "C2H11N2O2",
  "method": "the ωB97M-V functional and the def2-TZVPD basis",
  "symbols": ["C", "N", "C", "N", "H", "H", "H", "H", "H", "H", "H", "H", "H", "O", "H", "H", "O"],
  "coordinates": [[-0.41602, 0.90536, 1.47434], [0.38553, -0.64497, -1.70369], [0.50060, 0.04321, -0.59832], [-0.50232, 0.55519, 0.05711], [0.26934, 1.73547, 1.64748], [-0.11474, 0.05320, 2.08250], [-1.39482, 1.19206, 1.84009], [-0.48715, -0.94810, -2.10699], [1.22408, -0.76003, -2.24625], [1.45323, 0.07785, -0.06863], [-1.41084, 0.66682, -0.36824], [3.62546, -0.41377, 1.71010], [3.45067, 1.03279, 1.13512], [3.02392, 0.17552, 1.23562], [-3.42651, -1.90499, -1.69959], [-3.35627, -0.56916, -0.94700], [-2.82416, -1.19644, -1.44364]],
  "gap_ev": 11.71,
  "lumo_ev": -3.1,
  "homo_energy_ev": -14.80,
  "total_charge": 1
}



Version B
{
  "formula": "C2H11N2O2",
  "method": "the ωB97M-V functional and the def2-TZVPD basis",
  "symbols": ["C", "C", "N", "N", "H", "H", "H", "H", "H", "H", "H", "H", "H", "O", "H", "H", "O"],
  "coordinates": [[-0.13933, 1.64747, -0.16063], [-0.75976, 1.59045, -1.34222], [-0.41394, 0.68926, -2.34905], [0.24045, 0.42793, 0.56874], [0.42414, 2.51233, 0.17762], [-1.08100, 2.53772, -1.76788], [-1.11905, 0.71537, -3.07105], [0.40261, 0.12925, -2.49289], [1.20929, 0.27439, 0.24295], [-0.19740, -0.48725, 0.20315], [0.21995, 0.32891, 1.58120], [1.96077, -1.98140, 2.78747], [1.56644, -0.55035, 3.29188], [1.42709, -1.19956, 2.59675], [-1.43564, -2.27372, -0.85432], [-1.25314, -2.48136, 0.65767], [-1.05148, -1.87943, -0.06939]],
  "gap_ev": 9.39,
  "lumo_ev": -3.2,
  "homo_energy_ev": -12.55,
  "total_charge": 1
}



Version C
{
  "formula": "C2H11N2O2",
  "method": "the ωB97M-V functional and the def2-TZVPD basis",
  "symbols": ["C", "C", "N", "N", "H", "H", "H", "H", "H", "H", "H", "H", "H", "O", "H", "H", "O"],
  "coordinates": [[-0.25033, -0.91070, 0.25796], [-1.24026, -1.42056, -0.52946], [-1.93988, -0.30984, -1.32224], [-0.21702, 0.41147, 0.84157], [0.52029, -1.51742, 0.72778], [-1.16663, -2.41714, -0.84989], [-2.76812, -0.53671, -1.96553], [-2.38335, 0.33002, -0.77961], [-1.12513, 0.56406, 1.41354], [0.02326, 1.22508, 0.15594], [0.55787, 0.55576, 1.48861], [2.40563, -1.63656, 1.96043], [3.79414, -1.11581, 2.53369], [3.22269, -1.08749, 1.72046], [-0.54170, 2.80701, -2.03149], [0.93678, 2.44317, -2.10859], [0.17177, 2.61565, -1.51318]],
  "gap_ev": 9.91,
  "lumo_ev": -3.7,
  "homo_energy_ev": -13.59,
  "total_charge": 1
}



Version D
{
  "formula": "C2H11N2O2",
  "method": "the ωB97M-V functional and the def2-TZVPD basis",
  "symbols": ["C", "C", "N", "N", "H", "H", "H", "H", "H", "H", "H", "H", "H", "O", "H", "H", "O"],
  "coordinates": [[-2.00912, 0.38752, 0.68246], [-1.91318, -0.66969, -0.14054], [-0.63367, -1.02802, -0.77257], [-0.98943, 1.12709, 1.17378], [-2.97793, 0.84036, 0.83721], [-2.79375, -1.15150, -0.52872], [0.14559, -0.77335, -0.16772], [-0.47837, -0.46089, -1.61191], [-0.52900, -2.02396, -0.99511], [-1.24313, 1.81457, 1.86215], [-0.04311, 0.82411, 1.30534], [4.41080, -3.58082, -0.68463], [3.52001, -3.83327, 0.46606], [3.47166, -3.72426, -0.49418], [0.23588, 4.61730, 0.03085], [1.14756, 3.87015, -0.89910], [0.67919, 3.76465, -0.06339]],
  "gap_ev": 9.51,
  "lumo_ev": -3.6,
  "homo_energy_ev": -13.09,
  "total_charge": 1
}



Short version: version A, version D, version B, version C, most stable first.



Version A
{
  "formula": "C4H6OS2",
  "method": "the ωB97M-V functional and the def2-TZVPD basis",
  "symbols": ["O", "C", "C", "S", "C", "C", "S", "H", "H", "H", "H", "H", "H"],
  "coordinates": [[1.92551, -0.09069, 1.01466], [0.56441, 0.17525, 0.74199], [-0.34438, -0.95509, 1.14299], [-1.70194, -0.86364, 2.01166], [0.28876, 0.63196, -0.66574], [-1.04360, 0.56170, -1.28559], [0.10934, -0.70243, -1.87545], [2.19585, -0.78127, 0.45791], [0.32455, 0.92462, 1.47472], [-0.10747, -1.92577, 0.72332], [0.91118, 1.48356, -0.93305], [-1.86756, 0.20818, -0.78252], [-1.25465, 1.33360, -2.02491]],
  "gap_ev": 8.43,
  "lumo_ev": -0.5,
  "homo_energy_ev": -8.91,
  "smiles": "O[C@H](C=S)[C@@H]1CS1"
}



Version B
{
  "formula": "C4H6OS2",
  "method": "the ωB97M-V functional and the def2-TZVPD basis",
  "symbols": ["O", "C", "C", "S", "C", "C", "S", "H", "H", "H", "H", "H", "H"],
  "coordinates": [[0.04588, 2.33716, -0.17331], [0.18718, 1.05881, 0.43195], [0.94816, 0.12885, -0.46527], [2.21507, -0.72675, -0.03696], [-1.14590, 0.39296, 0.65147], [-0.99323, -1.02650, 0.99227], [-1.67341, -0.75111, -0.68542], [-0.90738, 2.29444, -0.60636], [0.72951, 1.08819, 1.44700], [0.68630, 0.26861, -1.47256], [-2.02226, 0.76412, 1.13164], [0.11534, -1.38996, 1.01606], [-1.61237, -1.40169, 1.76626]],
  "gap_ev": 8.50,
  "lumo_ev": -0.4,
  "homo_energy_ev": -8.90,
  "smiles": "O[C@H](C=S)[C@@H]1CS1"
}



Version C
{
  "formula": "C4H6OS2",
  "method": "the ωB97M-V functional and the def2-TZVPD basis",
  "symbols": ["C", "C", "C", "C", "H", "H", "H", "H", "H", "H", "O", "S", "S"],
  "coordinates": [[2.10914, 0.77348, 0.02202], [-0.21286, -0.83871, 0.00499], [-0.92049, -0.08513, 1.15120], [-0.95531, -0.14502, -1.14223], [3.18565, 0.99396, 0.17447], [-0.50571, -1.89991, 0.02748], [-1.15023, -0.63163, 2.03971], [-0.46964, 0.87314, 1.39416], [-0.56748, 0.79137, -1.53473], [-1.18760, -0.77427, -1.99078], [1.31145, 1.63497, -0.09690], [1.65805, -0.94304, -0.03209], [-2.29499, 0.25079, -0.01730]],
  "gap_ev": 9.41,
  "lumo_ev": 0.7,
  "homo_energy_ev": -8.71
}



Version D
{
  "formula": "C4H6OS2",
  "method": "the ωB97M-V functional and the def2-TZVPD basis",
  "symbols": ["C", "C", "C", "C", "H", "H", "H", "H", "H", "H", "O", "S", "S"],
  "coordinates": [[-0.48939, -2.01396, 0.86698], [-0.01781, 0.80420, 0.27991], [1.39159, 1.01122, -0.21952], [-0.98237, 0.57915, -0.93946], [-0.71216, -2.94702, 1.52706], [-0.33101, 1.59112, 0.93391], [1.98345, 1.88456, 0.12072], [2.00010, -0.04225, -0.05589], [-1.07977, -0.55411, -0.85974], [-1.85837, 1.12893, -0.98072], [0.08474, -2.24026, -0.26453], [-0.45199, -0.31311, 1.57156], [0.46298, 1.11152, -1.98029]],
  "gap_ev": 9.05,
  "lumo_ev": 0.1,
  "homo_energy_ev": -8.91
}



Short version: version C, version A, version B, version D, most stable first.



Version A
{
  "formula": "C3H9N2S",
  "method": "the ωB97M-V functional and the def2-TZVPD basis",
  "symbols": ["C", "C", "C", "N", "N", "S", "H", "H", "H", "H", "H", "H", "H", "H", "H"],
  "coordinates": [[1.67105, 0.05846, -0.19618], [2.92448, -0.51491, 0.27797], [-1.74031, 0.60812, -0.38511], [1.56576, 1.08843, -0.88276], [-2.71878, -0.23018, 0.36580], [0.27235, -0.94117, 0.41614], [3.34797, -1.10699, -0.58639], [3.57909, 0.24650, 0.48554], [2.81816, -1.27269, 1.13156], [-1.76616, 0.47416, -1.49327], [-1.66407, 1.62309, -0.06073], [0.63933, 1.34619, -1.05949], [-2.19971, -0.51667, 1.14868], [-3.63093, 0.32164, 0.70709], [-3.09823, -1.18400, 0.13113]],
  "gap_ev": [7.21, 7.20],
  "lumo_ev": [-6.3, -6.3],
  "homo_energy_ev": [-13.50, -13.50],
  "total_charge": 1
}



Version B
{
  "formula": "C3H9N2S",
  "method": "the ωB97M-V functional and the def2-TZVPD basis",
  "symbols": ["C", "C", "C", "N", "N", "S", "H", "H", "H", "H", "H", "H", "H", "H", "H"],
  "coordinates": [[-1.47397, -0.38273, 0.04574], [-0.75866, 0.97086, -0.25271], [0.65115, -0.78009, 1.02701], [1.80172, 0.60763, -1.18530], [-0.70297, -0.99383, 1.14221], [1.01330, 0.91468, 0.28159], [-2.50351, -0.16534, 0.20134], [-1.38744, -1.12152, -0.83902], [-0.71778, 1.09248, -1.26496], [-1.33486, 1.82886, 0.31970], [1.23537, -0.93768, 2.07228], [1.03719, -1.53048, 0.22758], [2.46352, 1.37599, -1.40496], [-0.94752, -0.61065, 2.06575], [2.09765, -0.29485, -1.31246]],
  "gap_ev": 10.90,
  "lumo_ev": -3.5,
  "homo_energy_ev": -14.42,
  "total_charge": 1
}



Short version: version B, version A, most stable first.



Version A
{
  "formula": "C3H9N2S",
  "method": "the ωB97M-V functional and the def2-TZVPD basis",
  "symbols": ["C", "C", "C", "N", "N", "S", "H", "H", "H", "H", "H", "H", "H", "H", "H"],
  "coordinates": [[1.33785, -0.57114, -0.42035], [0.92449, -0.80130, 1.77542], [-0.14548, -0.33162, -0.43852], [-2.15066, 1.83284, -1.28527], [1.62149, -1.35092, 0.78794], [-0.85822, -0.55134, 1.06969], [1.84341, -1.06286, -1.30363], [1.81214, 0.46152, -0.44783], [0.83160, -1.34940, 2.78309], [1.32970, 0.21725, 1.88038], [-0.78455, 0.00878, -1.20537], [-2.64376, 1.31162, -1.98207], [-2.59311, 1.69889, -0.31103], [-2.12122, 2.84423, -1.50660], [1.59632, -2.35655, 0.60414]],
  "gap_ev": 7.93,
  "lumo_ev": -5.9,
  "homo_energy_ev": -13.80,
  "total_charge": 1
}



Version B
{
  "formula": "C3H9N2S",
  "method": "the ωB97M-V functional and the def2-TZVPD basis",
  "symbols": ["C", "C", "C", "N", "N", "S", "H", "H", "H", "H", "H", "H", "H", "H", "H"],
  "coordinates": [[1.75776, 2.08043, -0.40213], [-1.11073, -2.46508, 1.09762], [-0.74839, 0.37629, 0.53108], [-0.49408, 0.06746, -0.70357], [1.11235, 1.84193, -1.48437], [-1.11525, -0.71208, 1.76147], [2.87377, 1.88229, -0.47295], [1.35593, 2.16764, 0.62122], [-2.17750, -2.82983, 0.81868], [-0.72766, -3.13441, 1.87186], [-0.89474, 1.46105, 0.92370], [-0.41169, 0.88765, -1.32759], [-0.32516, -0.86979, -1.04787], [1.62840, 1.53573, -2.32246], [-0.72301, -2.28925, 0.13533]],
  "gap_ev": 9.68,
  "lumo_ev": -4.4,
  "homo_energy_ev": -14.08,
  "total_charge": 1
}



Short version: version A, version B, most stable first.